# 1
Computed, not measured: a cluster of 3 separate species, C18H31Br2FNO4 in total at a distorted geometry, with ωB97M-V/def2-TZVPD.

```
57
Properties=species:S:1:pos:R:3:forces:R:3:lowdin_charge:R:1
Br 1.3269 -0.5706 5.0918 -0.3316 0.0485 -1.0066 0.8984
Br 3.2571 -1.0803 0.8990 0.0384 -0.0170 0.5380 0.8767
F -2.4142 1.1441 2.9261 0.5743 0.1599 0.0932 -0.0439
O 1.3827 2.3454 -3.3871 -1.1452 0.1626 1.9151 -0.0514
O -1.2516 -4.6446 2.2206 0.0031 0.1159 -0.2325 0.0452
O 0.1641 0.7204 1.7627 -0.2452 -0.6810 -1.1382 -0.0664
O -0.2663 6.6140 -3.4759 -0.0199 -0.0954 -0.0752 0.0651
N 0.2855 -1.4078 -0.2814 -0.2466 -0.2197 -0.4051 0.0680
C 0.1316 -1.7656 1.1649 0.9443 -1.1919 0.5326 -0.0704
C 3.9466 -1.0015 3.7405 0.6692 -0.3775 -1.4355 -0.1758
C 0.2643 -0.6270 2.2061 -1.4997 0.0510 2.4737 -0.4282
C -1.4820 0.5454 3.7655 -0.1332 -1.5126 1.1076 -0.2170
C -2.5411 -6.6240 2.4636 0.1119 0.2032 0.2504 -0.0134
C -1.7806 -5.5930 1.6756 0.0207 0.0497 0.1922 -0.4929
C 1.4965 -0.7425 3.1563 0.5671 -0.2723 -0.8220 -0.5249
C 2.7601 -0.9271 2.7647 0.4374 0.0452 1.1767 -0.6713
C 0.3905 2.8812 -2.4031 3.7025 -3.6414 1.5192 -0.0273
C -1.0176 -0.8029 3.1344 -0.4927 0.7989 -0.6941 -0.1323
C 0.1621 0.0451 -0.6513 -0.4532 0.6399 -0.8548 -0.2164
C 1.4663 1.7182 -2.1260 -1.3094 -0.1916 -0.6529 -0.3012
C 0.8489 0.2415 -2.0411 1.3855 2.5573 0.2772 -0.0603
C -0.2693 4.8604 -5.0749 0.0956 -0.0143 0.2440 -0.0169
C -0.5440 6.2662 -4.6021 0.0305 0.1237 0.1932 -0.5010
C -1.7025 -5.7865 0.1821 0.1317 0.2744 0.0421 -0.0174
C -1.1765 7.2168 -5.5866 0.0221 0.2018 0.2372 -0.0232
C 0.6135 1.0232 0.4564 0.6206 0.6272 -0.1389 -0.1492
H 0.1848 4.2943 -4.2645 -0.0286 0.1260 -0.1585 0.0345
H -0.4600 2.2190 -2.2178 -0.6857 1.4174 -0.7800 0.1047
H 1.7196 -0.4220 -2.1968 -0.6377 -0.1488 -0.0125 0.1207
H -0.7940 -2.3590 1.2583 0.2575 0.6845 0.1116 0.1179
H -2.0140 0.2811 4.7025 0.1547 0.2512 -0.4552 0.1277
H 4.2322 0.0037 4.0939 -0.3682 -0.4504 0.1103 0.0944
H -3.5806 -6.6533 2.1329 0.0485 -0.1741 -0.0969 0.0930
H 3.7640 -1.7154 4.5562 -0.1176 0.5241 -0.1982 0.0621
H 1.1642 -1.7841 -0.6575 0.0350 0.3386 0.3911 0.1157
H 0.1603 1.9973 0.1912 0.0657 -0.5372 0.2384 0.1474
H -1.2065 -6.7308 -0.0460 -0.1714 -0.0574 -0.0605 0.0933
H -2.7053 -5.7797 -0.2476 0.0232 -0.2046 -0.0226 0.0920
H -0.5278 7.3399 -6.4555 -0.1306 -0.1129 -0.0982 0.0870
H -1.3156 8.1872 -5.1129 0.0164 -0.0506 -0.0007 0.0834
H 0.1477 0.2625 -2.8892 0.2075 -0.6881 0.3472 0.1314
H 0.8540 3.5516 -1.6703 -1.1721 0.9998 -0.9110 0.1267
H 0.4205 4.8792 -5.9203 -0.1620 -0.0558 -0.1167 0.0929
H -1.2042 4.3759 -5.3637 0.0616 0.0244 -0.2060 0.0911
H 0.9296 -2.4977 1.3935 -0.4338 0.3209 -0.2586 0.1213
H 4.8266 -1.3869 3.1884 -0.4279 0.2120 0.2795 0.0634
H -1.8838 -1.1041 2.5098 0.5173 0.1473 0.1949 0.1256
H -0.8927 -1.6041 3.8773 0.1403 0.3769 -0.2656 0.1002
H -2.1502 6.8360 -5.8998 0.0869 -0.0453 -0.1745 0.0859
H -2.0814 -7.6052 2.3346 -0.1585 -0.0443 -0.1220 0.0933
H -1.1259 -4.9731 -0.2594 0.0034 -0.0434 0.0160 0.0632
H 2.3142 1.9531 -1.4526 -0.3385 -0.1331 -0.8704 0.1438
H -0.6497 1.1992 4.0610 -0.4579 0.1273 -0.6111 0.0919
H -0.4433 -1.9049 -0.8047 0.1427 0.1153 0.1560 0.1871
H -0.9185 0.2315 -0.8152 0.4553 -0.2846 0.4050 0.1707
H 1.7012 1.2221 0.4736 -0.4134 -0.4820 -0.1167 0.0981
H -2.5166 -6.3617 3.5199 0.0098 0.0022 -0.0507 0.0871
```
Forces are in eV/Å.

HOMO level (hartree): -0.4088
Total charge: +1
Lowest unoccupied orbital energy (eV): -3.034
Largest force on an atom (eV Å⁻¹): 5.41
Orbital gap (eV): 8.090

***

# 2
Computed, not measured: a cluster of 2 separate species, C3H5NO2 in total, with ωB97M-V/def2-TZVPD.

```
11
Properties=species:S:1:pos:R:3:forces:R:3:lowdin_charge:R:1
O -2.2003 -1.1926 0.0735 0.4620 0.5187 -0.2756 0.1801
O 1.0817 -1.6427 0.3542 0.0939 0.5819 0.2364 0.0778
N -0.5590 0.5005 -0.2419 -0.3580 -0.3500 0.6264 0.0393
C 1.4060 -0.5574 0.7640 -0.0237 -0.2597 -0.0157 -0.2301
C -1.3564 -0.3966 -0.0401 -0.3019 -0.3554 0.3783 -0.3881
C 0.6097 0.7103 0.5371 0.2206 0.0546 0.2601 -0.1735
H -1.7027 -0.0248 -2.2802 -0.1899 0.0425 -0.7299 0.0605
H -1.1533 0.4431 -2.1030 -0.4023 -0.1441 -0.7072 0.0592
H 1.2495 1.4539 0.0522 0.0093 -0.0642 0.0996 0.1243
H 0.3106 1.1117 1.5102 0.3806 0.0836 0.1710 0.1284
H 2.3143 -0.4054 1.3739 0.1093 -0.1078 -0.0434 0.1221
```
Forces are in eV/Å.

HOMO level (hartree): -0.3821
Total charge: 0
Lowest unoccupied orbital energy (eV): 0.674
Largest force on an atom (eV Å⁻¹): 0.83
SMILES string: O=C=NCC=O.[H][H]
Orbital gap (eV): 11.070

***

# 3
Computed, not measured: a structure of composition C13H29AlNO9S, with ωB97M-V/def2-TZVPD.

```
54
Properties=species:S:1:pos:R:3:forces:R:3:lowdin_charge:R:1
S 0.1014 0.4705 0.3877 0.2648 0.1398 0.4110 0.5586
Al -3.9260 1.1725 -1.8621 -0.1377 -0.2200 -0.0839 0.2942
O 1.1539 -1.4713 -2.5826 0.4417 0.0460 -0.0375 0.0878
O -3.6641 5.0764 -3.8759 0.0493 0.0922 0.4837 0.0172
O -3.5811 2.9681 -4.2668 -0.4007 -0.0662 0.3026 -0.2334
O 4.1290 1.8655 6.1768 0.0093 0.0094 0.0258 0.0861
O 3.0553 1.3684 4.3305 -0.0227 0.1354 -0.0384 0.0084
O 0.3202 -0.8385 0.9428 -0.1747 -0.2517 0.0754 -0.3007
O 1.1685 1.4201 0.5704 0.0959 0.1303 -0.1403 -0.2965
O -0.1989 0.3270 -1.1376 0.1142 0.2620 0.0547 -0.1852
O 1.6740 -3.5796 -2.3460 0.1510 0.0655 0.0176 0.0095
N -4.3260 4.1226 -4.0651 0.0862 -0.0924 -0.7764 -0.0753
C -0.6495 -2.8463 -1.8933 0.1251 -0.0694 0.3048 0.0283
C 0.7821 -2.5767 -2.2754 -0.4040 -0.0188 0.0073 -0.4905
C -1.6811 2.5286 0.3335 0.1366 -0.0803 0.2493 -0.2439
C -4.1826 1.9294 0.0095 0.2624 0.3531 -0.0261 -0.3150
C 3.0399 0.9513 2.9488 0.0080 -0.1660 -0.0158 -0.2218
C 0.6429 -5.7192 -2.9198 -0.0346 0.0854 -0.0857 -0.0661
C -2.8879 2.5087 -3.0412 0.0601 -0.2469 0.5682 -0.2730
C -1.3759 1.1954 1.0198 0.1840 0.0864 -0.4370 -0.2250
C 4.1708 1.3991 5.0677 0.0274 -0.1318 0.0217 -0.5415
C 1.3801 -4.8991 -1.8819 -0.0579 -0.1559 0.0234 -0.2367
C -3.1386 2.9416 0.5135 -0.1861 0.1310 -0.2355 -0.3036
C 5.4473 0.7958 4.5209 0.0755 0.2065 -0.1713 0.0052
C 2.9592 -0.5512 2.8129 0.1021 -0.1691 0.2350 -0.0672
H 0.6085 -0.0481 -1.5630 -0.4077 -0.2172 -0.3747 0.0733
H -0.7935 -3.7393 -1.2914 0.0020 -0.0408 -0.0829 0.0749
H 0.4877 -6.7359 -2.5570 0.0139 -0.0053 0.0104 0.0791
H -1.2353 -2.9300 -2.8086 -0.0198 0.0437 -0.0077 0.1070
H -4.2755 1.1272 0.7500 -0.1278 -0.1247 -0.0561 0.0305
H -1.0178 -1.9916 -1.3320 -0.0724 0.0779 -0.1469 0.0625
H 2.8927 -0.8267 1.7624 -0.0655 0.0148 -0.0157 0.0737
H -3.2580 3.8760 -0.0436 -0.0250 0.0393 -0.0050 0.0964
H 3.8928 1.3730 2.4157 0.0080 0.0184 0.0327 0.1163
H 0.8470 -4.8590 -0.9318 -0.0319 0.0253 -0.0234 0.1145
H 5.5432 -0.2153 4.9147 -0.0062 -0.0143 0.0073 0.0912
H -1.1029 1.3288 2.0668 -0.2504 -0.0893 0.1451 0.1141
H -0.3289 -5.2872 -3.1564 -0.0218 -0.0147 0.0537 0.0695
H 2.0680 -0.9206 3.3195 -0.0700 0.0136 -0.0964 0.0840
H 2.1485 1.3936 2.5200 0.0418 0.1143 0.1178 0.0905
H -5.1442 2.4536 0.0128 -0.1140 -0.0946 0.0496 0.0336
H 2.3551 -5.3402 -1.6807 0.0333 0.0456 -0.0150 0.1205
H -1.9624 2.0413 -3.3784 0.0798 0.1420 -0.1957 0.0421
H -1.4191 2.4410 -0.7210 -0.2245 0.0064 -0.1063 0.0841
H -3.3154 3.2093 1.5633 0.1061 -0.0215 0.0809 0.0965
H -1.0208 3.2921 0.7478 0.0612 0.0159 -0.0093 0.1127
H -3.0542 -0.2059 -1.7306 0.1194 -0.0379 0.0101 -0.0954
H -2.6014 3.3895 -2.4587 0.1652 0.1441 -0.2089 0.0266
H 5.4985 0.7570 3.4368 -0.0417 -0.0871 0.0121 0.0652
H -5.3525 0.8060 -2.5422 -0.0596 0.0738 0.0198 -0.1108
H -2.1913 0.4860 0.9002 0.0451 -0.1323 -0.0005 0.0952
H 3.8156 -1.0630 3.2588 0.0808 0.1004 -0.0638 0.0655
H 1.2203 -5.7613 -3.8434 0.0273 -0.0282 0.0142 0.0814
H 6.2822 1.3906 4.8830 -0.0209 -0.0422 0.1217 0.0854
```
Forces are in eV/Å.

HOMO level (hartree): -0.1879
Total charge: -1
Lowest unoccupied orbital energy (eV): 2.330
Largest force on an atom (eV Å⁻¹): 0.79
Orbital gap (eV): 7.443

***

# 4
Computed, not measured: a structure of composition C39H39ClGeInO2P2S2 at a distorted geometry, with ωB97M-V/def2-TZVPD.

```
87
Properties=species:S:1:pos:R:3:forces:R:3:lowdin_charge:R:1
In -0.4947 -0.1571 0.5330 -0.1210 -0.2231 0.2048 0.2463
Ge 0.3921 -2.5036 -0.4844 0.8487 -0.5149 -0.5556 0.8151
Cl 2.6501 0.5744 0.4902 -0.0121 0.6844 -0.2742 0.6682
S -0.9293 -0.6910 3.0200 -0.0184 0.6993 -0.4539 0.3058
S -3.2451 -0.0881 0.6117 0.7339 0.4831 -0.7669 0.3683
P 0.0320 2.5602 -0.0183 0.6245 -0.8147 -0.5905 1.0181
P -2.8946 -0.5688 2.4829 0.3326 -0.2470 1.2180 -0.1184
O -3.7097 0.4424 3.4216 0.5925 -1.7692 0.4127 -0.3274
O -3.3711 -2.0462 2.8410 -1.2498 -0.6903 -1.3143 -0.3541
C 2.2472 -3.1244 -0.0153 0.6745 0.9753 0.6638 -0.2209
C -0.5751 2.6615 -1.7360 0.6437 0.1599 0.2310 -0.3566
C -0.4344 -1.4174 -3.0801 -0.3465 -0.3317 0.2397 -0.1212
C -0.4849 -1.4380 -4.4715 -0.2691 0.6638 0.3093 -0.0895
C 4.7217 -2.1783 -2.7024 -0.5233 -0.1144 0.0566 -0.0689
C 2.0402 4.5470 -0.0666 0.5115 -1.1124 -0.9038 -0.0488
C -4.3463 -2.7296 1.8916 0.3830 1.0474 -0.0584 -0.2626
C -1.7819 5.5857 2.8749 -0.5736 0.5737 0.3813 -0.0790
C -1.7871 4.6663 0.6644 1.7106 -2.3278 -0.1581 -0.0444
C -5.2127 -3.6300 2.6682 0.0563 -2.3735 3.0434 -0.0935
C -1.6149 2.4004 -4.3136 1.7516 0.9681 0.0116 -0.0528
C -1.9102 2.3349 -1.9263 -0.3955 0.3011 0.3034 -0.1532
C 1.7466 3.1697 -0.0725 0.8895 -0.3418 1.0713 -0.3670
C 0.2725 2.8881 -2.8482 0.0150 0.2891 0.6008 -0.0701
C 5.8465 -2.9790 -2.4093 -1.6105 0.1111 2.8584 -0.0386
C 5.8101 -3.5915 -1.1376 0.4506 -0.2469 -1.9908 -0.0200
C 0.1256 -2.5168 -2.4079 0.1665 2.2610 0.6891 -0.3822
C -0.6040 -4.0808 0.0936 -0.4960 0.8685 0.5449 -0.2223
C -2.3053 5.5117 1.5957 -0.8244 1.0354 -1.4624 -0.0974
C -0.2345 2.7036 -4.1178 -0.7587 0.7319 -1.0953 -0.0694
C 3.5720 -2.1415 -1.9277 0.1174 0.8511 -1.2630 -0.0753
C 2.3962 -3.6647 1.2783 -1.8129 2.1792 -1.8418 -0.1242
C -2.4331 2.2833 -3.1903 0.3865 -0.6704 -2.0177 -0.0745
C 4.3781 4.0924 -0.3556 1.1115 -2.1367 -0.0055 -0.0553
C -3.8472 -0.0259 4.8614 0.6374 1.7175 -0.9435 -0.2250
C 3.3646 4.9770 -0.2271 -1.7701 0.3568 0.4746 -0.0693
C 3.6367 -4.0017 1.7421 1.1201 -1.7573 2.0903 -0.1041
C -0.1906 3.8545 2.3213 0.8375 -0.2800 1.3909 -0.1042
C 0.6996 -3.5514 -3.0826 -0.2111 -1.4297 -0.4220 -0.1222
C -0.0251 -2.5646 -5.1549 0.1156 -0.5220 -2.1580 -0.0951
C 4.6445 -3.6212 -0.3498 0.1502 0.7415 -0.9664 -0.1810
C 4.7183 -4.1869 0.9299 0.2725 0.8611 0.7354 -0.0198
C 3.4749 -2.9128 -0.7982 -1.0428 -2.0311 2.2271 -0.1972
C -0.6793 3.7597 1.0630 -3.2583 2.3239 -1.6848 -0.3865
C -4.6690 1.0537 5.4568 -0.6619 1.6624 2.0388 -0.0992
C 4.1478 2.7026 -0.2096 -0.0949 0.5239 0.8647 -0.0793
C -0.7765 4.7390 3.2540 0.8387 -0.5663 0.7263 -0.0566
C 2.8553 2.2948 0.0740 -0.2951 -0.3516 -1.0004 -0.5848
C 0.4726 -3.6669 -4.4723 1.8124 -0.1166 0.5277 -0.0714
H -5.7044 1.0981 5.1504 -0.2798 -0.5231 -0.3945 0.0751
H -5.7791 -3.0315 3.3796 -0.1510 0.1737 0.0136 0.0727
H -0.8782 -0.5349 -4.9538 0.2318 -0.5780 -0.1964 0.0961
H 6.6488 -4.1787 -0.7720 0.0684 0.1934 -0.1208 0.1106
H -2.2040 4.6585 -0.3565 0.3957 -0.1728 0.6173 0.1090
H 4.9658 1.9732 -0.1275 -0.3804 0.5039 -0.2543 0.1194
H -2.6359 2.2207 -1.1244 0.4572 -0.1235 0.2888 0.0797
H 1.2803 3.3334 -2.7592 -0.5680 -0.6623 0.2818 0.1195
H -1.9518 2.4554 -5.3595 -0.2737 -0.4287 0.7394 0.1179
H 6.6909 -2.9809 -3.0481 0.6779 -0.1388 -0.3817 0.0911
H -4.9881 -1.9468 1.5003 0.0504 0.1663 -0.2307 0.0756
H -4.6730 -4.3842 3.3772 -0.4311 1.3034 -1.4851 0.1211
H -2.1888 6.3565 3.5317 0.1695 -0.4773 0.1341 0.1184
H 0.9506 -4.5062 -5.0201 -0.6438 0.6295 0.3390 0.1165
H 1.5587 -3.5754 1.9948 0.4214 -0.4634 -0.5239 0.1084
H -2.8412 -0.0448 5.3333 -0.5389 -0.2378 -0.5273 0.1182
H 3.6626 -4.2113 2.8186 0.4152 -0.1945 -0.4321 0.1163
H -5.9650 -4.2569 2.1699 0.4853 0.4977 -0.5889 0.0895
H -0.0153 -4.9690 -0.1865 -0.3339 0.3752 0.4087 0.0479
H 5.7174 -4.4907 1.2931 -0.8575 -0.0701 -0.1112 0.1304
H -0.4502 4.7227 4.3067 0.0811 0.1644 -0.7315 0.1209
H -0.7348 -3.8904 1.1654 0.0148 -0.9073 0.0020 0.0106
H 3.5019 6.0293 -0.1812 0.4654 0.7010 -0.2252 0.1077
H 1.2617 5.2850 -0.0470 -0.3590 0.1082 0.0844 0.1152
H 2.7161 -1.4866 -2.1678 0.6061 -0.4335 -0.2408 0.1093
H -3.8074 -3.1525 1.0390 0.2394 -0.0815 0.4778 0.1100
H 1.2860 -4.2564 -2.4455 -0.5148 0.1084 -1.1198 0.1182
H -3.1068 6.1737 1.1941 0.6318 -0.3640 0.9109 0.1285
H 5.4068 4.3754 -0.5038 0.0758 0.3816 -0.0433 0.1152
H -4.3460 -0.9823 4.8918 0.0819 -0.2704 -0.1180 0.1077
H -4.3460 2.1195 5.3256 0.4526 -1.1568 -0.1737 0.0988
H -1.5948 -4.0725 -0.3673 0.1596 -0.1641 -0.0247 0.0234
H -0.8432 -0.5631 -2.4791 0.3835 -0.6747 -0.8057 0.0713
H 0.4002 3.0098 -4.9897 -0.6776 -0.6550 0.8528 0.1267
H 0.7185 3.2463 2.5450 -0.9448 0.4794 0.3607 0.1317
H -3.4522 2.0389 -3.3849 -0.7309 0.0702 0.2820 0.1081
H -4.7068 0.9167 6.5598 0.0440 -0.0363 -0.5265 0.0947
H 4.7144 -1.5851 -3.5847 0.1452 0.4124 -0.6780 0.0924
H 0.0437 -2.6372 -6.3114 -0.5073 0.4442 2.1519 0.1376
```
Forces are in eV/Å.

HOMO level (hartree): -0.3641
Total charge: +1
Lowest unoccupied orbital energy (eV): -3.236
Largest force on an atom (eV Å⁻¹): 4.34
Orbital gap (eV): 6.673

***

Q: Which formula does entry 4 have?
A: C39H39ClGeInO2P2S2

***

Q: Number 2 is which compound?
A: C3H5NO2

***

Q: What is the orbital gap in the third record?
A: 7.443 eV

***

Q: What is the formula in the third record?
A: C13H29AlNO9S